[1]
Molecular formula: C28H46BO21PS
Method: DFT, the ωB97M-V functional and the def2-TZVPD basis

```
98
Properties=species:S:1:pos:R:3
C 1.140 -5.647 1.310
C -0.070 -4.910 1.846
C -1.348 -5.686 1.749
O -2.322 -4.656 1.717
C -1.707 -3.568 1.161
O -2.285 -2.555 0.803
O -0.359 -3.765 1.059
H 1.982 -4.959 1.178
H 1.442 -6.450 1.989
H 0.936 -6.084 0.326
H 0.122 -4.569 2.871
H -1.508 -6.344 2.607
H -1.437 -6.270 0.826
C 6.411 -3.295 -0.413
C 5.915 -4.606 0.164
C 6.557 -5.817 -0.439
O 5.574 -6.817 -0.223
C 4.371 -6.167 -0.196
O 3.285 -6.722 -0.217
O 4.546 -4.812 -0.145
H 5.748 -2.473 -0.122
H 7.424 -3.073 -0.065
H 6.418 -3.319 -1.508
H 6.012 -4.596 1.256
H 7.497 -6.085 0.051
H 6.727 -5.732 -1.518
C -0.906 -0.224 -0.585
C 0.097 0.909 -0.640
C 0.842 1.000 -1.937
O 2.040 1.653 -1.550
C 2.247 1.322 -0.239
O 3.275 1.548 0.377
O 1.149 0.704 0.290
H -1.236 -0.396 0.446
H -1.781 -0.003 -1.204
H -0.465 -1.165 -0.933
H -0.392 1.857 -0.385
H 0.308 1.585 -2.690
H 1.106 0.024 -2.361
C -3.498 2.272 4.394
C -3.228 1.676 3.028
C -1.775 1.446 2.742
O -1.738 1.488 1.325
C -2.771 2.299 0.941
O -2.937 2.717 -0.192
O -3.593 2.580 1.997
H -4.528 2.642 4.455
H -3.342 1.531 5.184
H -2.846 3.130 4.591
H -3.818 0.761 2.894
H -1.420 0.480 3.111
H -1.122 2.239 3.124
C -8.683 0.272 2.581
C -7.743 -0.588 3.401
C -8.148 -0.732 4.837
O -6.910 -1.008 5.471
C -5.948 -0.410 4.704
O -4.783 -0.276 5.038
O -6.466 0.020 3.515
H -8.220 0.544 1.626
H -9.622 -0.253 2.382
H -8.914 1.212 3.095
H -7.607 -1.562 2.917
H -8.855 -1.551 4.995
H -8.558 0.186 5.271
C 2.121 5.168 -6.418
C 1.111 4.344 -5.645
C 1.706 3.172 -4.925
O 0.601 2.289 -4.824
C -0.208 2.569 -5.892
O -1.157 1.885 -6.238
O 0.190 3.715 -6.522
H 1.612 5.848 -7.109
H 2.747 5.756 -5.740
H 2.772 4.532 -7.027
H 0.539 4.989 -4.968
H 2.084 3.434 -3.934
H 2.497 2.666 -5.489
C 3.596 5.908 1.877
C 3.867 5.312 0.511
C 5.320 5.082 0.225
O 5.356 5.124 -1.192
C 4.324 5.935 -1.575
O 4.158 6.353 -2.709
O 3.502 6.215 -0.520
H 2.567 6.278 1.938
H 3.752 5.167 2.667
H 4.249 6.766 2.074
H 3.277 4.397 0.377
H 5.675 4.116 0.594
H 5.973 5.875 0.607
B -0.646 -3.426 -3.052
P -2.539 -3.602 -3.118
S -3.217 -1.747 -3.325
H -0.161 -2.337 -2.964
H 0.096 -4.303 -3.372
H -3.207 -4.187 -2.002
H -2.837 -4.242 -4.394
```

Results
* total energy: -93579.50914 eV
* energy above the lowest of the compared OMol25 structures with the same formula, charge and spin: 45.7 kcal/mol
* 2S+1: 1
* E_HOMO: -7.920 eV
* SMILES string: C[C@@H]1COC(=O)O1.C[C@@H]1COC(=O)O1.C[C@@H]1COC(=O)O1.C[C@@H]1COC(=O)O1.C[C@@H]1COC(=O)O1.C[C@@H]1COC(=O)O1.C[C@@H]1COC(=O)O1.B[PH2]=S

=====

[2]
Molecular formula: C28H46CoF6N4OSb2
Method: DFT, the ωB97M-V functional and the def2-TZVPD basis

```
88
Properties=species:S:1:pos:R:3
Co 0.000 0.000 0.000
O 1.808 0.000 0.000
C 2.876 -0.486 -0.354
C 3.600 -0.046 -1.599
C 5.020 0.454 -1.296
C 5.204 1.127 0.078
C 5.404 0.135 1.240
C 4.182 -0.718 1.602
N 3.623 -1.346 0.428
H 3.019 0.766 -2.052
H 3.623 -0.870 -2.321
H 5.295 1.170 -2.080
H 5.728 -0.379 -1.390
H 4.371 1.807 0.291
H 6.106 1.748 0.024
H 5.711 0.692 2.133
H 6.239 -0.531 0.988
H 3.418 -0.096 2.083
H 4.469 -1.511 2.300
H 4.291 -1.917 -0.075
F 0.556 1.712 0.000
Sb 1.175 3.611 -0.003
F 3.042 3.003 0.364
F 1.523 3.494 -1.966
F 1.794 5.509 -0.006
F -0.691 4.219 -0.370
F 0.827 3.728 1.960
N -8.621 6.510 -1.173
C -7.729 5.810 -0.926
C -6.626 4.945 -0.622
C -5.760 4.525 -1.633
C -4.682 3.681 -1.338
C -4.459 3.246 -0.022
C -5.334 3.672 0.990
C -6.410 4.516 0.690
N -3.363 2.385 0.283
C -3.014 1.876 1.517
C -1.895 1.104 1.314
N -1.533 1.114 0.000
C -2.421 1.883 -0.592
H -5.916 4.851 -2.661
H -4.042 3.387 -2.165
H -5.212 3.369 2.026
H -7.076 4.835 1.490
H -3.560 2.085 2.424
H -1.333 0.543 2.050
H -2.417 2.099 -1.650
C 3.316 -3.821 1.246
C 2.449 -4.059 0.000
C 3.315 -3.821 -1.246
C 1.983 -5.530 0.000
Sb 0.817 -2.515 0.000
C -0.374 -2.858 -1.863
C -1.748 -2.182 -1.753
C 0.392 -2.152 -2.999
C -0.562 -4.333 -2.214
C -0.371 -2.853 1.864
C 0.394 -2.149 3.000
C -0.561 -4.330 2.213
C -1.747 -2.181 1.754
H 4.200 -4.494 1.248
H 2.739 -4.030 2.165
H 3.676 -2.770 1.276
H 4.200 -4.494 -1.248
H 3.675 -2.770 -1.276
H 2.738 -4.030 -2.165
H 2.863 -6.208 0.000
H 1.386 -5.784 -0.885
H 1.386 -5.784 0.885
H -1.643 -1.117 -1.451
H -2.390 -2.714 -1.037
H -2.281 -2.219 -2.728
H 0.516 -1.070 -2.768
H -0.153 -2.239 -3.964
H 1.401 -2.580 -3.140
H -1.043 -4.870 -1.372
H 0.411 -4.791 -2.461
H -1.197 -4.438 -3.120
H 1.402 -2.579 3.140
H -0.152 -2.239 3.964
H 0.517 -1.069 2.768
H 0.412 -4.790 2.461
H -1.043 -4.871 1.372
H -1.194 -4.437 3.120
H -1.642 -1.117 1.451
H -2.280 -2.218 2.728
H -2.388 -2.714 1.038
H -1.290 -0.937 0.000
```

Results
* total energy: -104775.21313 eV
* <S²>: 8.806
* 2S+1: 6
* E_HOMO (alpha / beta): -12.447 / -13.974 eV
* total charge: +2

=====

[3]
Molecular formula: C28H46F6N3NbO20P
Method: DFT, the ωB97M-V functional and the def2-TZVPD basis

```
105
Properties=species:S:1:pos:R:3
C -0.693 2.402 -6.852
C -1.776 1.362 -6.858
O -2.928 1.577 -6.578
O -1.281 0.154 -7.168
C -2.208 -0.853 -7.581
C -1.874 -2.229 -6.994
C -0.415 -2.487 -6.553
C -0.262 -2.854 -5.058
Nb -0.675 -1.290 -3.449
C -2.795 -1.838 -2.886
C -3.709 -0.852 -2.155
N -5.136 -1.304 -2.334
N -3.390 -0.831 -0.722
N -3.569 0.491 -2.690
P 1.641 -0.227 -3.374
C 1.960 0.733 -4.931
C 1.736 1.125 -2.110
H -0.261 2.411 -5.847
H -1.137 3.379 -7.037
H 0.093 2.164 -7.566
H -2.167 -0.891 -8.675
H -3.218 -0.551 -7.303
H -2.121 -2.948 -7.784
H -2.546 -2.459 -6.161
H 0.242 -1.657 -6.822
H -0.056 -3.346 -7.139
H -0.869 -3.754 -4.880
H 0.785 -3.159 -4.905
H -0.086 -2.573 -2.213
H -0.799 -0.198 -1.969
H -1.294 0.048 -4.571
H -3.329 -2.105 -3.809
H -2.764 -2.736 -2.255
H -5.286 -2.011 -1.616
H -5.722 -0.527 -2.035
H -2.618 -1.468 -0.559
H -3.030 0.087 -0.493
H -3.647 0.484 -3.701
H -4.306 1.091 -2.332
H 1.281 0.435 -5.734
H 2.998 0.615 -5.257
H 1.795 1.799 -4.739
H 1.753 0.691 -1.110
H 0.839 1.743 -2.186
H 2.607 1.768 -2.277
C -1.037 0.044 3.008
C 0.025 1.100 2.766
O -0.359 1.630 1.523
C -1.704 1.456 1.383
O -2.378 1.976 0.563
O -2.161 0.595 2.329
F 1.275 0.565 2.669
H -0.749 -0.899 2.539
H -1.272 -0.114 4.057
H 0.058 1.896 3.511
C -7.208 -3.253 -4.334
C -6.141 -4.198 -4.849
O -6.483 -5.416 -4.207
C -7.816 -5.396 -3.945
O -8.458 -6.344 -3.630
O -8.307 -4.148 -4.103
F -4.913 -3.806 -4.478
H -6.877 -2.799 -3.399
H -7.495 -2.480 -5.040
H -6.154 -4.359 -5.930
C 4.683 1.936 5.240
C 3.631 1.265 6.101
O 2.528 2.149 5.974
C 2.647 2.787 4.765
O 1.776 3.389 4.239
O 3.885 2.604 4.266
F 4.004 1.202 7.405
H 5.238 2.670 5.828
H 5.368 1.245 4.759
H 3.334 0.270 5.770
C 5.910 2.859 -2.462
C 7.216 2.102 -2.606
O 6.795 0.763 -2.604
C 5.499 0.719 -3.065
O 4.930 -0.256 -3.397
O 4.987 1.976 -3.086
F 8.058 2.317 -1.560
H 5.655 2.974 -1.406
H 5.900 3.826 -2.956
H 7.761 2.308 -3.531
C 2.342 2.973 9.183
C 1.541 4.250 9.336
O 0.284 3.764 9.773
C 0.482 2.580 10.408
O -0.318 2.022 11.080
O 1.736 2.127 10.167
F 1.387 4.909 8.167
H 2.221 2.526 8.201
H 3.401 3.096 9.390
H 1.927 4.948 10.081
C 1.408 -1.992 8.971
C 1.803 -1.617 10.386
O 3.193 -1.888 10.387
C 3.652 -1.764 9.113
O 4.793 -1.686 8.807
O 2.611 -1.727 8.244
F 1.196 -2.396 11.311
H 1.173 -3.056 8.912
H 0.588 -1.405 8.571
H 1.643 -0.569 10.645
```

Results
* total energy: -102342.75312 eV
* 2S+1: 1
* E_HOMO: -3.615 eV
* total charge: -1